[1]
{
  "formula": "C30H58BClN9O10P",
  "method": "the ωB97M-V functional and the def2-TZVPD basis",
  "charge": 0,
  "lumo_ev": -1.498,
  "orbital_gap_ev": 6.8,
  "smiles": "CC[C@H](Cl)c1c(N)cc2c(c1B(N)O)C(=O)N(P(C)O)C2=O.CN(C)C=O.CN(C)C=O.CN(C)C=O.CN(C)C=O.CN(C)C=O.CN(C)C=O",
  "symbols": ["C", "C", "C", "Cl", "C", "C", "N", "C", "C", "C", "C", "B", "N", "O", "C", "O", "N", "P", "C", "O", "C", "O", "H", "H", "H", "H", "H", "H", "H", "H", "H", "H", "H", "H", "H", "H", "H", "H", "C", "N", "C", "C", "O", "H", "H", "H", "H", "H", "H", "H", "C", "N", "C", "C", "O", "H", "H", "H", "H", "H", "H", "H", "C", "N", "C", "C", "O", "H", "H", "H", "H", "H", "H", "H", "C", "N", "C", "C", "O", "H", "H", "H", "H", "H", "H", "H", "C", "N", "C", "C", "O", "H", "H", "H", "H", "H", "H", "H", "C", "N", "C", "C", "O", "H", "H", "H", "H", "H", "H", "H"],
  "coordinates": [[-0.4754, 1.1384, 3.0180], [0.1466, 0.4155, 1.6562], [-0.6067, -1.0609, 1.4317], [-0.3497, -1.7336, -0.3020], [-2.1804, -0.8255, 1.8259], [-3.0452, 0.2884, 0.9267], [-2.4680, 1.0631, -0.2469], [-4.6424, 0.6281, 1.2887], [-5.3037, -0.1655, 2.5623], [-4.5211, -1.2876, 3.4656], [-2.9554, -1.6002, 3.0891], [-2.1759, -2.7259, 4.0382], [-1.7016, -3.9847, 3.3337], [-1.9174, -2.4879, 5.4920], [-5.5191, -1.8760, 4.6291], [-5.3150, -2.8559, 5.5457], [-6.7483, -0.9844, 4.4307], [-8.3351, -1.7964, 4.3555], [-8.7841, -2.3411, 2.5604], [-9.4953, -0.5552, 4.8725], [-6.7980, -0.0655, 3.2296], [-7.7490, 0.7350, 2.7421], [0.2470, 1.9618, 3.4681], [-0.6948, 0.3469, 3.8759], [-1.4985, 1.7071, 2.7827], [0.0344, 1.0629, 0.6880], [1.2682, 0.1395, 1.9240], [-0.0270, -1.8044, 2.1449], [-3.2918, 1.5240, -0.7377], [-2.0628, 0.4334, -0.9795], [-5.2836, 1.4261, 0.7060], [-1.3953, -3.6861, 2.3678], [-2.4293, -4.7313, 3.2941], [-2.7454, -2.6635, 6.0367], [-9.8938, -2.7532, 2.5886], [-8.7369, -1.4776, 1.7721], [-8.0042, -3.1697, 2.2322], [-8.9923, 0.1501, 5.4023], [3.7493, 1.1366, 7.4945], [3.0452, 1.0451, 6.2326], [3.0047, -0.2289, 5.5453], [2.4135, 2.1315, 5.6662], [1.8022, 2.1241, 4.6051], [4.7965, 0.8635, 7.3358], [3.2922, 0.4422, 8.2054], [3.7002, 2.1503, 7.9009], [3.4577, -0.1139, 4.5558], [1.9610, -0.5331, 5.4212], [3.5458, -0.9912, 6.1119], [2.5060, 3.0489, 6.2706], [-7.6742, 4.3547, -1.5706], [-7.2608, 2.9809, -1.7656], [-8.1857, 1.9181, -1.4308], [-6.0160, 2.6539, -2.2593], [-5.6031, 1.5166, -2.4483], [-7.9130, 4.5055, -0.5138], [-8.5627, 4.5463, -2.1790], [-6.8826, 5.0500, -1.8624], [-7.7310, 1.2777, -0.6688], [-8.3775, 1.3183, -2.3257], [-9.1260, 2.3285, -1.0538], [-5.3932, 3.5363, -2.4807], [6.4542, 0.7332, 2.2873], [7.2307, 0.8071, 3.5071], [8.6669, 0.6368, 3.4332], [6.6460, 1.0340, 4.7346], [7.2414, 1.1080, 5.8022], [6.6028, -0.2505, 1.8325], [6.7997, 1.5114, 1.6006], [5.3895, 0.8787, 2.4881], [8.9565, -0.2164, 4.0541], [9.1524, 1.5366, 3.8233], [8.9832, 0.4656, 2.4010], [5.5510, 1.1488, 4.6773], [4.4267, -1.5380, -3.1860], [3.7798, -1.1518, -1.9496], [2.4784, -0.5194, -2.0092], [4.3636, -1.3670, -0.7195], [3.8736, -1.0661, 0.3617], [4.5696, -0.6467, -3.8038], [3.7859, -2.2511, -3.7125], [5.3981, -2.0017, -2.9948], [2.5408, 0.4679, -1.5416], [1.7610, -1.1285, -1.4508], [2.1460, -0.4160, -3.0454], [5.3507, -1.8531, -0.7886], [-1.2653, -1.2269, -6.3548], [0.1650, -1.4495, -6.3199], [0.8812, -1.5922, -7.5705], [0.8648, -1.5297, -5.1350], [2.0709, -1.7157, -5.0336], [-1.7420, -2.0700, -6.8632], [-1.4660, -0.3040, -6.9065], [-1.6754, -1.1380, -5.3453], [1.3721, -2.5699, -7.5898], [1.6467, -0.8128, -7.6330], [0.1978, -1.5062, -8.4193], [0.2246, -1.4078, -4.2458], [5.8751, 1.8758, -8.0232], [5.0848, 0.6639, -7.9678], [5.5561, -0.4419, -7.1603], [3.8997, 0.5305, -8.6591], [3.1840, -0.4632, -8.6567], [6.8658, 1.6342, -8.4189], [5.9723, 2.2810, -7.0118], [5.4046, 2.6246, -8.6660], [5.6919, -1.3182, -7.8015], [4.8028, -0.6746, -6.4014], [6.5026, -0.1903, -6.6749], [3.6347, 1.4290, -9.2404]],
  "mulliken_charge": [-0.65, -0.20, -0.60, -0.25, 0.35, 0.51, -0.53, -0.31, -0.08, -0.20, 0.47, 0.63, -0.69, -0.63, 0.16, -0.58, 0.06, 0.20, -0.72, -0.52, 0.15, -0.53, 0.34, 0.06, 0.22, 0.26, 0.20, 0.32, 0.24, 0.24, 0.11, 0.25, 0.29, 0.32, 0.34, 0.16, 0.27, 0.33, -0.92, 0.21, -0.86, 0.00, -0.60, 0.32, 0.34, 0.28, 0.20, 0.32, 0.35, 0.29, -0.92, 0.16, -0.87, 0.10, -0.60, 0.33, 0.33, 0.29, 0.23, 0.31, 0.37, 0.30, -0.99, 0.14, -0.98, 0.42, -0.64, 0.38, 0.33, 0.30, 0.30, 0.29, 0.38, 0.03, -0.85, 0.19, -0.36, -0.01, -0.55, 0.29, 0.27, 0.37, 0.33, 0.06, 0.01, 0.29, -0.93, 0.20, -0.88, 0.20, -0.60, 0.33, 0.34, 0.30, 0.25, 0.29, 0.38, 0.16, -0.94, 0.15, -0.78, 0.07, -0.61, 0.34, 0.34, 0.29, 0.30, 0.14, 0.38, 0.31]
}

---

[2]
{
  "formula": "C30H58Br18F3N3O2P",
  "method": "the ωB97M-V functional and the def2-TZVPD basis",
  "charge": 1,
  "lumo_ev": -4.463,
  "orbital_gap_ev": 6.5,
  "symbols": ["C", "C", "N", "C", "C", "C", "C", "C", "C", "N", "P", "O", "O", "N", "C", "C", "C", "C", "F", "F", "F", "H", "H", "H", "H", "H", "H", "H", "H", "H", "H", "H", "H", "H", "H", "H", "H", "H", "H", "H", "H", "H", "H", "Br", "C", "C", "Br", "H", "H", "H", "H", "Br", "C", "C", "Br", "H", "H", "H", "H", "Br", "C", "C", "Br", "H", "H", "H", "H", "Br", "C", "C", "Br", "H", "H", "H", "H", "Br", "C", "C", "Br", "H", "H", "H", "H", "Br", "C", "C", "Br", "H", "H", "H", "H", "Br", "C", "C", "Br", "H", "H", "H", "H", "Br", "C", "C", "Br", "H", "H", "H", "H", "Br", "C", "C", "Br", "H", "H", "H", "H"],
  "coordinates": [[4.6469, -4.1596, -1.3604], [4.1980, -3.0291, -1.8838], [4.0654, -1.5625, -2.1800], [4.4164, -1.2591, -3.6110], [5.1588, 0.2051, -3.6030], [6.7630, -0.0259, -3.8303], [7.6334, 1.1009, -3.0402], [8.3472, 0.4417, -1.7475], [2.7145, -1.0835, -1.8049], [1.5040, -1.5757, -2.4943], [0.9024, -0.4415, -3.7256], [1.1203, -1.3153, -5.2251], [-0.8207, -0.2451, -3.6155], [2.6616, -0.2105, -0.7680], [3.9079, 0.2754, -0.0409], [1.3536, 0.3454, -0.2333], [1.1835, 1.8081, -0.9189], [-0.2666, 2.4693, -0.6790], [-0.5180, 3.3235, -1.8286], [-0.1834, 3.2828, 0.5043], [-1.2731, 1.4457, -0.5889], [5.0653, -5.1073, -0.8388], [3.5330, -1.2894, -4.3465], [5.1657, -2.0741, -3.9802], [4.6847, 0.8847, -4.4118], [4.9237, 0.6894, -2.5845], [7.0952, -1.1041, -3.5580], [6.9536, 0.1749, -4.9672], [6.9468, 1.9742, -2.6804], [8.4406, 1.5125, -3.7477], [9.3974, 0.0467, -1.9938], [8.4467, 1.2394, -0.9151], [7.7335, -0.4256, -1.2992], [0.7609, -1.8786, -1.8407], [0.7756, -0.7832, -5.9912], [-1.0424, 0.3666, -2.8571], [3.5725, 0.5996, 1.0289], [4.6689, -0.5876, 0.1372], [4.3775, 1.2059, -0.5224], [1.4117, 0.5367, 0.9166], [0.4680, -0.3675, -0.3940], [1.9754, 2.4945, -0.4159], [1.4795, 1.7283, -2.0278], [5.6917, 0.0611, -7.0719], [3.8411, -0.5539, -7.0988], [3.4567, -1.0749, -8.4623], [3.1337, 0.3865, -9.7106], [3.2233, 0.2805, -6.7639], [3.7975, -1.3535, -6.3563], [2.5117, -1.6204, -8.4121], [4.2176, -1.7151, -8.9106], [-2.0302, 1.8643, 3.2662], [-2.8486, 3.3320, 2.2764], [-3.7202, 4.1768, 3.1733], [-5.4186, 3.2941, 3.5416], [-3.3892, 2.8894, 1.4390], [-2.0103, 3.9176, 1.8930], [-3.9874, 5.1127, 2.6778], [-3.2612, 4.3995, 4.1377], [5.7400, -2.8452, 0.5303], [5.1101, -3.6710, 2.1820], [4.8778, -2.6385, 3.2569], [6.5561, -2.0345, 4.0406], [5.8442, -4.4284, 2.4587], [4.1711, -4.1620, 1.9132], [4.3161, -3.0705, 4.0884], [4.3586, -1.7494, 2.8960], [-1.9553, -2.1976, 1.6289], [-2.6075, -3.0043, 3.2817], [-2.8729, -1.9560, 4.3347], [-1.2122, -1.3241, 5.1357], [-1.8696, -3.7471, 3.5862], [-3.5338, -3.5120, 3.0027], [-3.4448, -2.3801, 5.1627], [-3.3951, -1.0785, 3.9499], [-11.3659, 4.6830, 3.6616], [-9.7940, 5.7719, 3.2809], [-8.5517, 5.1732, 3.8945], [-8.4839, 5.5011, 5.8148], [-10.0106, 6.7795, 3.6372], [-9.7160, 5.7855, 2.1911], [-7.6563, 5.6520, 3.4926], [-8.4763, 4.0945, 3.7527], [-5.4507, -1.4215, -7.3767], [-3.8543, -1.7462, -6.3067], [-2.9866, -0.5138, -6.2305], [-1.9901, -0.2471, -7.8855], [-3.3472, -2.6069, -6.7441], [-4.2277, -2.0152, -5.3155], [-2.2259, -0.6280, -5.4560], [-3.5507, 0.4018, -6.0474], [3.3214, -1.6943, 7.4473], [4.6284, -2.1508, 8.8207], [5.9669, -2.4730, 8.2048], [5.9587, -4.2500, 7.4067], [4.2080, -2.9726, 9.4010], [4.6993, -1.2639, 9.4549], [6.7458, -2.5054, 8.9697], [6.2620, -1.7731, 7.4216], [-6.7896, -3.3190, -3.8744], [-8.2388, -4.2870, -4.7492], [-8.8999, -3.4405, -5.8095], [-10.0827, -2.1102, -5.0153], [-8.9231, -4.6124, -3.9652], [-7.7642, -5.1631, -5.1976], [-9.5454, -4.0535, -6.4422], [-8.1891, -2.9010, -6.4371], [-4.9874, 3.9271, 7.5137], [-5.7408, 4.9256, 9.0099], [-6.4772, 4.0133, 9.9606], [-8.2188, 3.5035, 9.2483], [-6.3699, 5.7092, 8.5860], [-4.8817, 5.3839, 9.5055], [-6.6947, 4.5304, 10.8977], [-5.9387, 3.0896, 10.1767]],
  "mulliken_charge": [-0.71, -0.09, 0.93, -0.39, 0.32, -0.19, -0.47, -0.81, -0.53, -0.08, 0.38, -0.45, -0.50, 0.49, -0.48, -0.63, -0.59, 0.74, -0.27, -0.23, -0.21, 0.43, -0.47, 0.58, 0.32, -0.36, 0.42, -0.24, 0.27, 0.35, 0.30, 0.29, 0.05, 0.48, 0.31, 0.31, 0.39, -0.23, 0.31, 0.40, 0.04, 0.37, 0.33, -0.07, -0.50, -0.62, -0.14, 0.40, 0.21, 0.40, 0.41, -0.11, -0.54, -0.63, -0.13, 0.40, 0.27, 0.40, 0.38, -0.15, -0.57, -0.52, -0.12, 0.44, 0.38, 0.37, 0.20, -0.12, -0.57, -0.55, -0.13, 0.37, 0.34, 0.35, 0.31, -0.14, -0.54, -0.60, -0.06, 0.36, 0.37, 0.29, 0.32, -0.14, -0.47, -0.13, -0.15, 0.40, 0.21, -0.12, 0.43, -0.13, -0.58, -0.53, -0.12, 0.38, 0.34, 0.35, 0.30, -0.13, -0.58, -0.36, -0.12, 0.38, 0.33, 0.33, 0.15, -0.09, -0.58, -0.57, -0.13, 0.32, 0.35, 0.34, 0.36]
}

---

| no. | strongest force on any atom (Eh/bohr) |
| --- | --- |
| 1 | 0.1764 |
| 2 | 0.1432 |